{
  "formula": "C4H10O2",
  "method": "ωB97M-V/def2-TZVPD",
  "charge": 0,
  "e_homo_ev": -10.06,
  "lumo_energy_ev": 0.9,
  "orbital_gap_ev": 10.915,
  "e_above_lowest_kj_mol": 160.3,
  "elements": ["C", "C", "O", "H", "H", "H", "H", "C", "C", "O", "H", "H", "H", "H", "H", "H"],
  "coordinates": [[2.7638, -1.9927, -0.0751], [1.8647, -2.8668, 0.7919], [0.8052, -2.6388, 1.3000], [3.7172, -2.3504, 0.3277], [2.7518, -2.3639, -1.0965], [2.7793, -0.9157, 0.0318], [2.4210, -3.7933, 1.0576], [-1.2298, 1.2757, -0.3376], [-2.1358, 2.4697, -0.1068], [-2.0265, 3.3800, -1.2002], [-1.0528, 0.6416, 0.5320], [-0.2695, 1.5384, -0.7883], [-1.6640, 0.5860, -1.0758], [-3.1919, 2.2261, -0.0059], [-1.7764, 2.9703, 0.7944], [-1.4391, 2.9737, -1.8379]],
  "forces_ev_per_angstrom": [[0.6, -1.1, 0.9], [0.5, 0.4, 0.4], [-0.2, 0.3, -0.3], [0.4, 0.3, -0.3], [-0.2, 0.2, -0.2], [-0.7, 0.1, -0.1], [-0.4, -0.3, -0.2], [-0.5, -1.2, -0.7], [0.9, 0.2, -0.1], [-0.1, 0.1, 0.0], [0.0, 0.3, 0.2], [0.1, 0.4, 0.4], [-0.2, 0.2, 0.1], [0.0, -0.3, 0.2], [-0.3, 0.2, 0.1], [0.1, 0.1, -0.2]]
}

{
  "formula": "C5H7ClS2",
  "method": "ωB97M-V/def2-TZVPD",
  "charge": 0,
  "e_homo_ev": -8.82,
  "lumo_energy_ev": -0.4,
  "orbital_gap_ev": 8.383,
  "e_above_lowest_kj_mol": 110.6,
  "elements": ["C", "C", "Cl", "C", "C", "S", "C", "S", "H", "H", "H", "H", "H", "H", "H"],
  "coordinates": [[1.6124, 1.3044, -0.6292], [0.2224, 0.7430, -0.7220], [-0.3924, 1.0475, -2.4114], [-0.7319, 1.2866, 0.3508], [-0.7369, -0.0525, 1.0338], [-1.2093, -0.6112, 2.4855], [-0.0817, -0.7176, -0.1854], [1.3160, -1.7076, 0.2075], [2.1399, 1.0179, 0.3368], [2.1330, 1.0418, -1.6076], [1.4842, 2.4166, -0.6671], [-1.7659, 1.4577, 0.0689], [-0.3593, 2.1123, 0.9040], [-0.8779, -1.2356, -0.7222], [0.5030, -2.9006, 0.5051]],
  "forces_ev_per_angstrom": [[0.8, 0.5, -0.7], [-1.3, -0.5, -0.4], [0.1, -0.2, 0.4], [-0.4, -0.7, 0.2], [-0.1, -0.5, 0.9], [0.4, 0.4, -1.1], [-0.5, 1.1, 0.6], [-0.7, -2.9, 0.3], [-0.5, 0.2, -1.4], [-0.1, 0.1, 1.7], [0.3, -0.8, 0.2], [0.0, 0.3, -0.5], [0.2, 0.8, 0.6], [0.3, 0.0, -0.4], [1.5, 2.0, -0.4]]
}

{
  "formula": "C39H51I2N5O4P2SSi2Ti",
  "method": "ωB97M-V/def2-TZVPD",
  "charge": 1,
  "e_homo_ev": [-11.05, -11.05],
  "spin_multiplicity": 2,
  "lumo_energy_ev": [-3.1, -5.0],
  "s2": 0.7543,
  "orbital_gap_ev": [8.000, 6.057],
  "e_above_lowest_kj_mol": 48.0,
  "elements": ["Ti", "C", "Si", "C", "C", "N", "P", "C", "P", "N", "Si", "C", "C", "C", "C", "C", "C", "C", "C", "C", "C", "C", "C", "C", "C", "C", "C", "C", "C", "C", "C", "C", "C", "C", "C", "C", "C", "C", "H", "H", "H", "H", "H", "H", "H", "H", "H", "H", "H", "H", "H", "H", "H", "H", "H", "H", "H", "H", "H", "H", "H", "H", "H", "H", "H", "H", "H", "H", "H", "H", "H", "H", "H", "H", "H", "H", "I", "I", "C", "C", "S", "O", "O", "C", "C", "N", "C", "N", "C", "C", "N", "O", "O", "C", "H", "H", "H", "H", "H", "H", "H", "H", "H", "H", "H", "H", "H"],
  "coordinates": [[0.2720, -0.0714, 0.3718], [1.6188, 1.6574, -3.0656], [1.1952, 2.6228, -1.5256], [0.3620, 4.1771, -2.1517], [2.6935, 3.0874, -0.5030], [0.1119, 1.6879, -0.4648], [-1.4255, 1.8974, 0.0949], [-1.5738, 0.5316, 1.1055], [-0.8738, 0.4519, 2.6543], [0.6710, 0.0152, 2.2784], [1.9190, -0.6517, 3.3773], [1.2584, -0.6513, 5.1325], [3.3989, 0.4923, 3.2850], [2.3755, -2.4107, 2.9399], [-0.8577, 1.9389, 3.6671], [0.3530, 2.5499, 3.9770], [0.3757, 3.6888, 4.7679], [-0.8121, 4.2336, 5.2320], [-2.0265, 3.6520, 4.8901], [-2.0520, 2.5097, 4.1068], [-1.5813, -0.9032, 3.6192], [-2.3496, -0.7277, 4.7645], [-2.9147, -1.8271, 5.3973], [-2.7187, -3.1030, 4.8917], [-1.9388, -3.2883, 3.7570], [-1.3703, -2.1939, 3.1284], [-2.6037, 1.8780, -1.2675], [-2.8302, 3.0248, -2.0278], [-3.6846, 2.9789, -3.1180], [-4.3269, 1.7930, -3.4486], [-4.1302, 0.6568, -2.6764], [-3.2738, 0.7001, -1.5865], [-1.6497, 3.5055, 0.8678], [-2.9476, 3.9413, 1.1329], [-3.1537, 5.1723, 1.7329], [-2.0664, 5.9650, 2.0782], [-0.7736, 5.5229, 1.8371], [-0.5635, 4.2921, 1.2325], [2.0945, 2.3415, -3.7738], [2.2967, 0.8215, -2.9003], [0.7040, 1.2933, -3.5421], [1.1598, 4.8032, -2.5641], [-0.3282, 3.9611, -2.9684], [-0.1539, 4.7690, -1.3963], [3.6138, 2.9645, -1.0773], [2.6363, 4.1325, -0.1890], [2.7814, 2.4680, 0.3908], [0.6370, 0.2080, 5.3865], [0.6908, -1.5581, 5.3473], [2.1221, -0.6313, 5.8044], [3.2999, 1.3330, 3.9752], [4.3036, -0.0504, 3.5691], [3.5547, 0.8847, 2.2795], [2.1502, -3.0613, 3.7887], [1.8381, -2.7869, 2.0718], [3.4428, -2.4875, 2.7221], [1.2791, 2.1385, 3.5992], [1.3217, 4.1519, 5.0165], [-0.7945, 5.1207, 5.8515], [-2.9548, 4.0906, 5.2315], [-3.0036, 2.0738, 3.8248], [-2.4922, 0.2560, 5.1892], [-3.5077, -1.6826, 6.2906], [-3.1683, -3.9552, 5.3837], [-1.7743, -4.2811, 3.3584], [-0.7413, -2.3633, 2.2604], [-2.3536, 3.9589, -1.7622], [-3.8587, 3.8729, -3.7019], [-4.9969, 1.7603, -4.2976], [-4.6567, -0.2588, -2.9124], [-3.1498, -0.1674, -0.9550], [-3.7965, 3.3276, 0.8542], [-4.1608, 5.5165, 1.9273], [-2.2286, 6.9300, 2.5405], [0.0728, 6.1356, 2.1186], [0.4464, 3.9409, 1.0564], [2.8138, -0.7303, -0.3147], [4.3089, -3.1062, -2.4934], [1.8037, -7.3192, 1.3274], [2.1161, -6.0269, 0.5871], [0.6410, -5.1745, 0.0273], [-0.5425, -5.8817, 0.4464], [0.7706, -3.7767, 0.3813], [0.7433, -5.2621, -1.7589], [-0.4959, -4.6985, -2.4675], [-1.0392, -3.4995, -1.8144], [-0.4063, -2.3117, -1.8313], [-0.8651, -1.5097, -0.8678], [-1.8512, -2.2174, -0.2129], [-1.9541, -3.4363, -0.7779], [-2.9117, -4.4553, -0.4452], [-3.0748, -5.3632, -1.2356], [-3.5065, -4.3018, 0.5968], [0.5952, -1.9586, -2.8616], [2.7274, -7.8774, 1.4739], [1.1076, -7.9422, 0.7687], [1.3651, -7.1169, 2.3019], [2.7376, -6.1918, -0.2947], [2.6220, -5.2888, 1.2100], [0.8326, -6.3196, -2.0125], [1.6813, -4.7589, -2.0075], [-1.2851, -5.4389, -2.5125], [-0.2236, -4.4229, -3.4841], [-2.4200, -1.7887, 0.5929], [0.2615, -2.2979, -3.8428], [1.5666, -2.4029, -2.6482], [0.7204, -0.8800, -2.8908]],
  "forces_ev_per_angstrom": [[-0.7, 0.8, -0.1], [0.0, 0.0, 0.0], [0.0, 0.1, -0.1], [0.1, 0.0, 0.0], [0.0, 0.0, 0.0], [0.1, -0.2, -0.2], [-0.1, 0.2, -0.1], [0.4, 0.0, -0.2], [0.2, -0.3, 0.5], [0.0, -0.4, 0.0], [0.0, 0.1, 0.1], [0.0, 0.0, 0.0], [0.0, 0.0, 0.0], [0.0, 0.0, 0.0], [-0.1, 0.1, -0.1], [0.0, 0.0, 0.1], [0.0, 0.0, 0.0], [0.0, 0.0, 0.0], [0.0, 0.0, 0.0], [0.0, 0.0, 0.0], [-0.2, 0.0, -0.1], [0.0, 0.0, 0.0], [0.0, 0.0, 0.0], [0.0, 0.0, 0.0], [0.0, 0.0, 0.0], [0.0, 0.0, 0.0], [-0.1, -0.1, 0.1], [0.0, 0.0, 0.0], [0.0, 0.0, 0.0], [0.0, 0.0, 0.0], [0.0, 0.0, 0.0], [-0.1, 0.0, 0.0], [0.1, 0.0, 0.0], [0.0, 0.0, -0.1], [0.0, 0.0, 0.0], [0.0, 0.0, 0.0], [0.0, 0.0, 0.0], [0.0, 0.0, 0.1], [0.0, 0.0, 0.0], [0.0, 0.0, 0.0], [0.0, 0.0, 0.0], [0.0, 0.0, 0.0], [0.0, 0.0, 0.0], [0.0, 0.0, 0.0], [0.0, 0.0, 0.0], [0.0, 0.0, 0.0], [0.0, 0.0, 0.0], [0.0, 0.0, 0.0], [0.0, 0.0, 0.0], [0.0, 0.0, 0.0], [0.0, 0.0, 0.0], [0.0, 0.0, 0.0], [0.0, 0.0, 0.0], [0.0, 0.0, 0.0], [0.0, 0.0, 0.0], [0.0, 0.0, 0.0], [0.0, 0.0, 0.0], [0.0, 0.0, 0.0], [0.0, 0.0, 0.0], [0.0, 0.0, 0.0], [0.0, 0.0, 0.0], [0.0, 0.0, 0.0], [0.0, 0.0, 0.0], [0.0, 0.0, 0.0], [0.0, 0.0, 0.0], [0.0, 0.0, 0.0], [0.0, 0.0, 0.0], [0.0, 0.0, 0.0], [0.0, 0.0, 0.0], [0.0, 0.0, 0.0], [0.0, 0.0, 0.0], [0.0, 0.0, 0.0], [0.0, 0.0, 0.0], [0.0, 0.0, 0.0], [0.0, 0.0, 0.0], [0.0, 0.0, 0.0], [0.2, -0.2, -0.2], [0.0, 0.1, 0.2], [0.0, 0.0, 0.0], [0.0, 0.0, 0.0], [0.0, 0.0, 0.0], [0.0, 0.0, 0.0], [0.0, 0.1, 0.0], [0.0, -0.1, 0.1], [0.0, 0.0, 0.0], [0.1, -0.1, 0.0], [0.0, 0.0, -0.1], [0.4, -0.3, 0.2], [0.0, 0.1, 0.0], [0.0, 0.0, 0.0], [0.0, 0.0, 0.0], [0.0, 0.0, 0.0], [0.0, 0.0, 0.1], [0.0, 0.0, 0.0], [0.0, 0.0, 0.0], [0.0, 0.0, 0.0], [0.0, 0.0, 0.0], [0.0, 0.0, 0.0], [0.0, 0.0, 0.0], [0.0, 0.0, 0.0], [-0.1, 0.1, -0.1], [0.0, 0.0, 0.1], [0.0, 0.0, 0.0], [0.0, 0.0, 0.0], [0.0, 0.0, 0.0], [0.0, 0.0, 0.0], [0.0, 0.0, 0.0]]
}